[1]
5 unconnected molecules or ions with the total composition C38H63ClF2N3O16S at a distorted geometry. Source: the Open Molecules 2025 dataset; level of theory: wB97M-V/def2-TZVPD.

Computed properties:
orbital gap	6.67	eV
E_HOMO	-0.41320	Ha

The geometry in ORCA input format:
```
! wB97M-V def2-TZVPD RIJCOSX def2/J DEFGRID3
* xyz 1 1
Cl 6.55 -2.58 -1.31
S 2.90 0.96 0.29
F 4.00 4.34 -2.38
F 3.08 -0.50 0.85
O -1.01 -2.45 5.54
O -3.07 -3.01 5.85
O 2.70 1.67 -3.60
O -8.55 -4.77 4.41
O -0.05 6.56 -2.09
O -0.58 8.57 -1.19
O -6.71 -4.16 3.46
O 3.22 4.33 -0.34
O -8.40 -4.89 2.15
O 1.64 1.44 0.71
O 4.02 1.73 0.66
O -1.74 7.65 -2.90
O -3.09 0.49 -5.35
O -1.49 -3.90 7.21
O -4.80 -0.28 -4.29
O -4.92 -0.11 -6.54
N 2.08 3.06 -1.85
N -1.71 0.34 2.57
N 2.10 -0.46 -1.94
C 7.79 2.68 0.09
C -0.23 0.55 -1.44
C -4.09 -3.72 6.57
C 2.76 -1.48 -2.32
C 8.91 0.76 -0.78
C 6.71 2.40 -0.73
C -9.88 -5.30 4.35
C -2.94 2.23 -7.06
C 1.02 6.43 -1.15
C -2.44 0.89 -6.57
C -9.88 -6.80 4.14
C 3.15 3.96 -1.45
C -4.42 -3.05 7.89
C 10.07 2.13 1.01
C 4.26 -1.40 -2.26
C -5.90 -4.04 2.29
C -1.83 -3.20 6.29
C 0.51 6.01 0.21
C 4.46 -4.79 -0.32
C 4.76 -2.49 -1.29
C 4.40 0.08 -1.75
C 4.24 -3.90 -1.57
C -2.64 8.76 -2.85
C 2.97 0.66 -1.51
C -1.10 0.09 -0.24
C 6.68 1.29 -1.57
C -0.50 -0.44 2.23
C -4.33 0.02 -5.50
C -7.94 -4.63 3.23
C 0.60 -0.55 -2.08
C 0.36 -2.48 5.96
C 7.82 0.49 -1.60
C 8.91 1.85 0.09
C -0.77 7.69 -1.98
C 2.59 1.86 -2.43
C -6.16 -0.72 -4.28
C 5.47 1.00 -2.43
C -0.42 -0.86 0.76
H 1.59 3.52 -2.62
H 5.85 3.06 -0.72
H -3.99 2.18 -7.33
H -0.94 0.90 -2.20
H -0.10 5.11 0.14
H 1.60 7.35 -1.10
H -10.89 -7.19 4.19
H 4.73 -4.33 -2.44
H 0.65 -0.99 0.53
H 9.78 2.91 1.70
H 1.66 5.65 -1.55
H 1.34 5.82 0.89
H -9.46 -7.05 3.16
H 10.22 1.24 1.64
H 2.27 -2.38 -2.68
H 4.68 -1.51 -3.26
H -1.38 0.95 -6.33
H 7.75 3.55 0.74
H 3.16 -3.94 -1.77
H -1.47 1.32 2.42
H 5.34 -4.48 0.24
H -5.26 -3.55 8.37
H -2.56 0.12 -7.33
H -3.25 8.71 -1.95
H 4.84 -0.08 -0.76
H 0.32 1.44 -1.13
H 0.38 -0.60 -3.15
H -0.12 6.79 0.65
H 5.81 0.51 -3.34
H 0.94 -1.96 5.21
H 11.00 2.37 0.49
H -10.46 -4.78 3.58
H -9.27 -7.29 4.89
H -1.47 1.00 0.22
H -2.84 2.98 -6.27
H -6.38 -1.05 -3.27
H -1.81 0.29 3.58
H 0.47 -1.97 6.92
H 5.07 1.97 -2.73
H -0.86 -1.85 0.65
H -3.28 8.68 -3.72
H -10.33 -5.06 5.31
H -4.67 -2.00 7.73
H -6.40 -3.45 1.52
H 4.51 -2.20 -0.27
H -6.31 -1.55 -4.97
H -4.97 -3.71 5.92
H 4.55 -5.84 -0.58
H -6.83 0.11 -4.53
H 3.60 -4.62 0.34
H -5.64 -5.03 1.91
H -2.37 2.56 -7.93
H -2.10 9.70 -2.89
H -3.57 -3.08 8.56
H -4.99 -3.52 2.59
H 7.90 -0.37 -2.25
H -0.55 -1.36 2.82
H 0.29 -1.51 -1.67
H 0.38 0.10 2.60
H -3.80 -4.77 6.71
H -1.99 -0.42 -0.61
H 9.76 0.09 -0.82
H 0.73 -3.50 6.04
*
```

[2]
A molecular structure, C40H42BrN6O4SSeW at a distorted geometry. Source: the Open Molecules 2025 dataset; level of theory: wB97M-V/def2-TZVPD.

Computed properties:
orbital gap (alpha / beta)	5.75 / 5.17	eV
E_HOMO (alpha / beta)	-0.35907 / -0.34319	Ha
relative energy (zero: lowest compared OMol25 entry of this formula, charge and spin)	4.4904	eV

The geometry in ORCA input format:
```
! wB97M-V def2-TZVPD RIJCOSX def2/J DEFGRID3
* xyz 1 1
W -0.05 1.53 0.70
Br -0.90 1.88 -3.70
Se 1.79 1.70 3.75
S -3.09 3.00 -0.27
O 1.20 0.15 -0.03
O -0.63 4.48 3.53
O 1.78 2.64 -2.65
O -1.61 3.16 0.04
N 0.99 2.72 -0.50
N 0.26 3.24 1.79
N 0.90 0.81 2.41
N 1.37 0.50 4.96
N -1.69 1.45 2.05
N -0.99 0.86 -1.00
C 2.63 6.09 1.31
C -0.58 -2.54 4.35
C -0.77 -2.42 2.97
C -1.63 -2.34 -2.01
C -0.11 -1.14 -3.13
C -3.33 0.34 3.40
C 1.19 4.18 1.30
C 0.13 -1.59 5.06
C -3.37 4.06 -1.69
C -0.48 -5.06 -3.19
C -2.20 2.25 4.26
C -0.28 -1.33 2.28
C -3.90 4.05 0.97
C -1.52 2.34 3.06
C 1.70 5.29 1.96
C -0.58 3.49 2.83
C -1.52 -0.38 -1.30
C 3.02 5.81 0.01
C 2.51 4.71 -0.66
C 1.62 3.88 0.00
C 0.76 -0.13 -2.36
C 0.65 -0.47 4.39
C 0.42 -0.34 2.98
C -0.17 -3.66 -3.75
C -1.23 -3.33 -4.82
C -1.68 -1.60 -0.71
C 1.60 -2.04 -0.88
C 2.77 -2.53 0.00
C 0.91 -2.92 -1.64
C 3.38 -1.48 0.93
C -3.10 1.21 4.45
C 1.21 -3.68 -4.43
C 2.35 -3.75 0.84
C -0.02 1.17 -2.05
C 1.02 2.29 -1.78
C -0.15 -2.60 -2.61
C -2.62 0.49 2.23
C -1.58 -0.95 -2.70
C 3.88 -2.96 -0.99
C 1.20 -0.67 -1.01
H 1.65 0.13 -2.93
H 4.74 -3.34 -0.44
H 3.74 6.45 -0.49
H -2.86 5.00 -1.52
H -0.70 -5.73 -4.02
H 2.81 4.49 -1.68
H 3.71 -0.59 0.39
H -2.96 3.56 -2.56
H -1.04 -2.38 -5.31
H 1.13 -3.98 -1.49
H -2.80 -0.15 1.38
H -4.44 4.21 -1.81
H 3.53 -3.74 -1.66
H 1.43 -2.72 -4.91
H 3.18 -4.04 1.48
H -4.05 -0.46 3.49
H -2.35 -3.12 -2.22
H -4.94 3.75 1.09
H -1.34 -5.05 -2.52
H -0.36 -1.26 1.20
H -0.97 -3.41 4.87
H 2.68 -1.18 1.70
H 2.01 -3.88 -3.71
H -3.36 3.90 1.91
H -2.33 -0.61 -3.40
H 1.24 -4.45 -5.20
H 4.20 -2.11 -1.59
H -1.78 -1.97 0.30
H -1.21 -4.10 -5.58
H 1.36 5.52 2.96
H 0.31 -1.69 6.12
H 0.37 -5.48 -2.66
H 0.08 -1.05 -4.19
H 2.10 -4.61 0.22
H -3.63 1.10 5.39
H -1.99 2.99 5.01
H -1.30 -3.20 2.44
H -2.23 -3.30 -4.40
H 3.04 6.94 1.83
H 4.25 -1.92 1.42
H 1.50 -3.51 1.47
H -3.84 5.10 0.68
*
```

[3]
A molecular structure, C37H88AlBrFN8O2P2S2 at a distorted geometry. Source: the Open Molecules 2025 dataset; level of theory: wB97M-V/def2-TZVPD.

Computed properties:
orbital gap	6.84	eV
E_HOMO	-0.18270	Ha

The geometry in ORCA input format:
```
! wB97M-V def2-TZVPD RIJCOSX def2/J DEFGRID3
* xyz -1 1
Br -5.86 2.67 3.51
S -0.14 2.41 -0.49
S -0.61 -0.24 -1.70
P 3.30 6.38 -0.58
P -0.20 -4.18 -4.84
Al -4.98 0.80 2.22
F -7.40 -0.78 3.74
O 1.15 -4.69 -4.48
O 4.08 5.12 -0.75
N -3.86 -0.15 3.40
N 4.02 6.94 0.92
N 1.81 7.31 -0.37
N -1.23 -4.98 -3.75
N -1.16 -2.77 -5.13
N 3.82 7.27 -1.95
N 1.52 0.35 -0.18
N -0.34 -4.83 -6.47
C 0.87 -2.37 5.92
C -8.29 -2.12 2.00
C 2.44 1.46 0.15
C 0.93 -5.32 -7.01
C 4.84 8.14 0.98
C -4.06 1.63 0.63
C -2.11 -2.67 -6.22
C 2.29 -4.35 0.57
C -7.07 -1.35 2.51
C -0.26 -1.59 -5.17
C 2.37 0.90 4.45
C -1.95 2.39 -0.52
C 3.33 6.68 -3.20
C 2.17 -0.75 -0.90
C -1.00 -4.53 -2.38
C 4.75 5.89 1.64
C 1.75 8.47 0.50
C -2.66 -5.19 1.31
C -1.36 -5.82 -6.82
C 2.17 2.09 1.54
C -0.19 -4.81 0.98
C 3.40 2.07 2.45
C -2.53 1.60 0.65
C -2.36 -2.07 3.77
C -1.29 -5.10 2.00
C -2.85 -1.01 2.76
C 2.30 -0.38 5.30
C -6.59 -0.24 1.59
C 0.35 0.75 -0.78
C 3.44 0.83 3.36
C 1.68 -2.14 -0.44
C 0.68 6.44 0.02
C 1.20 -4.72 1.60
C 2.64 -2.86 0.51
C 3.85 8.71 -2.05
C 1.05 -1.19 4.95
C -2.63 -5.27 -3.96
H -1.32 -2.32 3.55
H 5.20 8.27 2.00
H 5.71 8.08 0.31
H 5.74 5.71 1.20
H 0.56 5.63 -0.70
H 1.92 -4.66 -0.41
H 4.37 9.16 -1.21
H -2.93 -3.38 -6.11
H -7.42 0.47 1.52
H 3.35 2.95 3.10
H 4.43 0.77 3.83
H 2.86 9.16 -2.16
H -0.25 7.01 0.02
H 0.83 6.00 1.01
H 2.05 -0.64 -1.98
H 2.38 9.29 0.15
H 1.19 -6.31 -6.61
H -0.18 -5.58 0.20
H 0.25 -2.07 6.77
H 3.31 -0.05 2.72
H -4.38 2.68 0.61
H -1.24 -6.09 -7.87
H -2.35 -1.60 4.75
H 0.37 -3.21 5.44
H 2.26 -0.15 6.37
H 0.73 8.85 0.45
H 1.40 1.05 3.98
H 0.84 -5.40 -8.09
H 0.07 -4.58 -2.14
H 3.56 5.62 -3.23
H -2.29 1.98 -1.47
H -0.84 -0.67 -5.21
H -3.21 -1.53 1.85
H -2.23 0.57 0.48
H 0.34 -1.54 -4.26
H -2.97 -5.98 -3.20
H 1.17 -3.95 2.38
H 0.20 -0.52 5.02
H -3.47 -4.98 2.00
H 1.43 -5.67 2.09
H -2.80 -6.19 0.90
H 3.18 -4.96 0.76
H -1.28 -4.31 2.75
H -1.29 -6.73 -6.21
H -2.13 1.97 1.60
H -6.23 -2.04 2.67
H -2.56 -1.68 -6.17
H 3.46 1.08 0.19
H 2.24 6.81 -3.31
H -8.91 -1.50 1.36
H 1.11 -1.54 3.91
H 1.29 1.63 2.00
H 1.61 -2.74 -1.35
H 2.46 2.24 -0.62
H 4.32 2.17 1.87
H -1.52 -5.16 -1.67
H 4.21 4.95 1.65
H -2.37 -5.43 -6.75
H -1.33 -3.50 -2.24
H -2.82 -5.75 -4.92
H 1.85 -2.71 6.27
H -0.45 -3.87 0.48
H 3.81 7.15 -4.05
H -2.26 3.44 -0.46
H -3.28 -4.38 -3.88
H -8.90 -2.39 2.87
H -4.49 -0.79 3.88
H -4.45 1.17 -0.29
H 2.57 -2.44 1.52
H -2.97 -2.97 3.75
H 4.89 6.21 2.68
H 0.42 -1.62 -6.03
H -2.69 -4.48 0.48
H 3.25 -0.74 -0.73
H 1.91 3.13 1.37
H 2.59 1.78 5.06
H -1.65 -2.79 -7.21
H 3.66 -2.79 0.11
H 1.75 -4.64 -6.79
H 1.97 8.25 1.55
H 3.20 -0.97 5.12
H -6.44 -0.64 0.58
H 0.67 -2.06 -0.05
H 4.29 9.05 0.76
H 4.44 8.98 -2.93
H -1.05 -6.04 2.50
H -1.98 -0.38 2.56
H -7.98 -3.03 1.49
*
```

[4]
A single C4H12N2O molecule at a distorted geometry. Source: the Open Molecules 2025 dataset; level of theory: wB97M-V/def2-TZVPD.

Computed properties:
orbital gap	9.59	eV
SMILES	CN[C@H](CN)CO
E_HOMO	-0.31879	Ha
relative energy (zero: lowest compared OMol25 entry of this formula, charge and spin)	2.7115	eV

The geometry in ORCA input format:
```
! wB97M-V def2-TZVPD RIJCOSX def2/J DEFGRID3
* xyz 0 1
O 2.03 1.32 0.76
N -0.28 -1.57 -0.24
N -0.74 1.28 -1.09
C -0.78 0.80 0.32
C 1.54 0.09 0.10
C -1.79 -1.84 -0.19
C 0.18 -0.32 0.60
H -1.70 1.35 -1.42
H -1.99 -2.91 0.09
H -0.20 -1.53 -1.23
H -1.78 0.50 0.58
H -2.24 -1.30 0.69
H -0.45 2.25 -1.01
H 2.68 1.42 0.04
H -2.17 -1.71 -1.19
H 0.27 -0.70 1.64
H 2.33 -0.63 0.32
H -0.57 1.69 0.94
H 1.43 0.32 -0.96
*
```